14
Properties=species:S:1:pos:R:3:lowdin_charge:R:1 method="wB97M-V/def2-TZVPD" smiles="[H]/N=c1/cc[nH]n1N=C" relative_energy_kj_mol=368.6 multiplicity=1 largest_force_ev_per_a=3.11 homo_ev=-8.01 gap_ev=8.9 e_tot_ev=-10202.11905
H 1.4636 2.0129 0.2502 -0.005
N 0.4743 2.0436 0.0105 0.093
C -0.1850 0.9029 0.0186 -0.370
C -1.6779 0.7572 -0.0555 -0.027
C -2.0630 -0.5546 -0.0492 -0.118
N -0.9337 -1.2754 -0.0342 0.036
N 0.1876 -0.4212 0.0899 -0.099
N 1.3851 -1.0287 0.0007 0.042
C 2.4650 -0.3755 -0.0534 -0.013
H -2.3166 1.6315 -0.1618 0.096
H -3.1366 -0.9277 0.0194 0.148
H -0.9022 -2.0835 0.5147 0.122
H 3.2671 -0.9080 -0.4455 0.047
H 2.5962 0.6663 0.1925 0.048

***

9
Properties=species:S:1:pos:R:3:lowdin_charge:R:1 method="wB97M-V/def2-TZVPD" smiles=N#C[C@H]1CN1 relative_energy_kj_mol=371.4 multiplicity=1 largest_force_ev_per_a=12.75 homo_ev=-9.91 gap_ev=10.7 e_tot_ev=-6152.05186
N 2.8235 0.0696 -0.3559 0.134
C 1.7207 -0.3335 0.0456 -0.110
C 0.3047 -0.3230 0.3664 -0.296
C -0.7114 0.5409 -0.0843 -0.333
N -0.7490 -0.6242 -0.6269 0.048
H -0.0784 -0.8069 1.3466 0.166
H -0.2284 1.3914 -0.7392 0.140
H -1.5329 1.1983 0.4930 0.166
H -1.5486 -1.1125 -0.4453 0.085

***

17
Properties=species:S:1:pos:R:3:lowdin_charge:R:1 method="wB97M-V/def2-TZVPD" smiles=CN(N)N[C@@H](N)O relative_energy_kj_mol=289.3 multiplicity=1 largest_force_ev_per_a=1.95 homo_ev=-8.65 gap_ev=9.5 e_tot_ev=-10242.12801
C 1.3255 -1.2276 0.8173 -0.073
N 1.3343 0.2182 0.2992 -0.281
N 1.8814 0.2253 -0.9884 0.010
N 0.0832 0.8658 0.3361 -0.016
C -1.0783 0.1707 -0.1850 -0.544
N -2.2438 0.6896 0.4943 0.069
O -1.1779 0.3667 -1.5640 -0.020
H 0.9364 -1.1929 1.8335 0.072
H 0.8177 -1.9870 0.2083 0.062
H 2.3717 -1.5268 0.8384 0.068
H 1.2397 -0.1494 -1.6918 0.073
H 2.2283 1.1579 -1.1904 0.079
H -0.0891 1.2285 1.2651 0.110
H -0.9251 -0.9373 -0.0739 0.134
H -3.0795 0.5580 -0.0671 0.080
H -2.3853 0.2219 1.3840 0.077
H -1.2391 1.3183 -1.7158 0.100

***

79
Properties=species:S:1:pos:R:3:lowdin_charge:R:1 method="wB97M-V/def2-TZVPD" multiplicity=1 largest_force_ev_per_a=1.46 homo_ev=-9.35 gap_ev=7.6 e_tot_ev=-97669.47155
C 0.8697 -0.4292 -1.8352 -0.131
C 0.9379 0.9792 -2.4500 -0.544
S 0.3574 1.1086 -4.1482 0.885
C -1.4260 0.7274 -4.0736 -0.391
C -2.1069 0.8933 -2.7410 -0.314
O -2.9418 2.0776 -2.6859 -0.121
S -3.7293 1.9301 -1.3193 0.627
O -2.8372 2.1103 -0.2286 -0.192
O -4.9126 2.7038 -1.2871 -0.192
O -4.0703 0.3792 -1.5341 -0.096
C -3.1388 -0.1913 -2.4289 -0.257
O -2.4499 -1.2560 -1.7423 0.069
C -3.1937 -2.3057 -1.5736 -0.319
N -3.7750 -3.2965 -1.4966 0.191
H 0.1079 -1.0320 -2.3189 0.058
H 0.6491 -0.3669 -0.7698 0.085
H 1.8279 -0.9346 -1.9266 0.036
H 0.4163 1.6941 -1.8154 0.067
H 1.9733 1.3102 -2.4722 0.067
H -1.6168 -0.2618 -4.4837 0.089
H -1.8942 1.4403 -4.7498 0.090
H -1.4635 0.8821 -1.8648 0.121
H -3.6343 -0.6567 -3.2773 0.184
C -8.8860 -0.4145 -0.2673 0.077
C -10.1361 -0.1725 0.1452 -0.235
C -10.5516 1.1652 0.7000 -0.315
O -11.7170 1.2921 1.0337 0.099
C -9.5549 2.2095 0.8040 0.072
C -8.3005 1.9709 0.3939 -0.245
C -7.8893 0.6356 -0.1778 -0.323
O -6.7331 0.5043 -0.5356 0.091
O -7.3399 2.8806 0.4513 0.117
O -11.1085 -1.0752 0.1049 0.112
H -8.5784 -1.3716 -0.6643 0.137
H -9.8604 3.1620 1.2132 0.135
H -6.5364 2.4849 0.0570 0.077
H -11.9019 -0.6286 0.4617 0.119
C 6.7464 -1.4711 -1.1467 0.084
C 5.5537 -1.5329 -1.7536 -0.226
C 4.4470 -2.4273 -1.2576 -0.302
O 3.3888 -2.3978 -1.8632 0.080
C 4.6959 -3.2647 -0.1021 0.077
C 5.8898 -3.2083 0.5044 -0.233
C 6.9883 -2.2934 0.0225 -0.295
O 8.0322 -2.3015 0.6516 0.099
O 6.2035 -3.9381 1.5642 0.121
O 5.2455 -0.8200 -2.8302 0.119
H 7.5490 -0.8330 -1.4921 0.110
H 3.9007 -3.9138 0.2359 0.137
H 7.1217 -3.6980 1.7987 0.121
H 4.3276 -1.0611 -3.0627 0.117
C -7.2408 0.1302 4.8957 0.079
C -6.6280 0.3767 6.0618 -0.235
C -5.2654 1.0210 6.1304 -0.314
O -4.7992 1.2200 7.2372 0.106
C -4.5958 1.3571 4.8897 0.077
C -5.2066 1.1075 3.7227 -0.224
C -6.5796 0.4885 3.6572 -0.288
O -7.0604 0.3203 2.5515 0.116
O -4.6638 1.3769 2.5457 0.122
O -7.1564 0.0835 7.2406 0.118
H -8.2179 -0.3278 4.8359 0.136
H -3.6130 1.8025 4.9479 0.136
H -5.3120 1.0942 1.8699 0.107
H -6.5027 0.3720 7.9086 0.121
C 12.9639 1.0997 -1.3177 0.074
C 11.7559 0.9995 -1.8870 -0.235
C 10.6878 0.0876 -1.3391 -0.297
O 9.6140 0.0791 -1.9180 0.091
C 10.9893 -0.7195 -0.1758 0.081
C 12.1998 -0.6212 0.3920 -0.230
C 13.2629 0.3074 -0.1390 -0.313
O 14.3249 0.3403 0.4538 0.108
O 12.5643 -1.3205 1.4568 0.121
O 11.3980 1.6841 -2.9653 0.117
H 13.7363 1.7512 -1.7007 0.136
H 10.2169 -1.3786 0.1985 0.113
H 13.4832 -1.0519 1.6558 0.121
H 10.4764 1.4227 -3.1590 0.120

***

20
Properties=species:S:1:pos:R:3:lowdin_charge:R:1 method="wB97M-V/def2-TZVPD" smiles="CC/C=C/NC.O" relative_energy_kj_mol=167.0 multiplicity=1 largest_force_ev_per_a=1.54 homo_ev=-7.70 gap_ev=8.6 e_tot_ev=-8932.28046
C 0.1343 -2.3899 -0.7162 -0.132
C 0.3203 -2.1593 0.8050 -0.263
C 0.0164 -0.7250 1.1174 -0.138
C 0.2635 -0.0789 2.2608 -0.164
N 0.1114 1.2961 2.4360 -0.106
C -0.1352 2.1560 1.3098 -0.140
H 0.7644 -1.7416 -1.3165 0.068
H 0.2272 -3.4570 -0.9363 0.064
H -0.9107 -2.2224 -0.9983 0.068
H 1.3700 -2.3526 0.9878 0.096
H -0.2619 -2.9531 1.2762 0.102
H -0.1669 -0.0518 0.2879 0.077
H 0.3806 -0.5900 3.2119 0.116
H 0.5984 1.7621 3.1807 0.110
H -1.0262 1.7919 0.7822 0.078
H 0.6223 2.2368 0.5151 0.086
H -0.4090 3.1300 1.7111 0.079
O -0.3614 2.3492 -5.1753 -0.072
H -0.2259 1.4624 -5.5411 0.036
H -1.3115 2.5372 -5.1983 0.036